80
Properties=species:S:1:pos:R:3:lowdin_charge:R:1 method="wB97M-V/def2-TZVPD" spin_multiplicity=5 s_squared=6.174 charge=+1 gap_ev="7.555 / 6.255" molar_mass_g_mol=553.4
Mn 0.0576 -0.3916 -0.3598 0.88
C -1.5128 -0.8688 1.0963 -0.26
C -1.1126 -2.0152 0.3232 -0.27
C 0.7564 -1.2196 1.4920 -0.26
C -0.3709 -0.3682 1.8006 -0.24
C 0.3012 -2.2452 0.5732 -0.28
C -2.9056 -0.3817 1.2793 -0.01
H -3.5092 -0.5320 0.3709 0.08
H -2.9117 0.6896 1.5163 0.08
H -3.4233 -0.9025 2.1052 0.11
C -0.4100 0.7133 2.8179 0.00
H -1.1119 1.5144 2.5397 0.09
H 0.5772 1.1717 2.9538 0.08
H -0.7349 0.3057 3.7939 0.11
C 2.1084 -1.1072 2.0890 -0.01
H 2.2227 -1.7586 2.9750 0.11
H 2.3062 -0.0686 2.3893 0.08
H 2.8778 -1.3928 1.3543 0.09
C 1.1151 -3.3791 0.0688 -0.02
H 1.2372 -4.1674 0.8319 0.11
H 2.1160 -3.0160 -0.2077 0.09
H 0.6492 -3.8225 -0.8251 0.08
C -2.0376 -2.8841 -0.4496 -0.02
H -2.4343 -3.6860 0.1940 0.11
H -1.5272 -3.3500 -1.3029 0.08
H -2.8898 -2.3086 -0.8365 0.08
C 0.0409 2.4901 -1.2910 -0.19
C -0.9280 1.3599 -0.9963 -0.18
C -1.7174 0.8039 -2.1841 -0.17
C -0.9879 -0.2658 -3.0252 -0.22
C 0.2167 -0.8872 -2.3790 -0.17
C 1.4268 -0.1743 -2.0673 -0.11
C 1.8069 1.1622 -2.6514 -0.16
C 0.7820 2.3108 -2.6069 -0.16
H -2.0287 1.6330 -2.8407 0.12
H -0.6833 0.1638 -4.0123 0.00
H -2.6582 0.3594 -1.8121 0.11
H 0.0511 2.1688 -3.4159 0.02
H -0.5069 3.4479 -1.3006 0.16
H -1.6118 1.6329 -0.1793 0.11
H 1.2993 3.2520 -2.8242 0.13
H 2.7039 1.5181 -2.1229 0.11
H 2.3336 -0.7751 -1.8899 0.13
H 2.1284 1.0151 -3.7092 0.09
H -1.7163 -1.0535 -3.2788 0.12
H 0.3387 -1.9523 -2.5791 0.12
P -0.3837 1.5290 -5.6373 0.81
C -0.5458 3.3180 -5.9959 -0.28
C -1.5628 0.8694 -6.8760 -0.27
P 1.8863 -0.4783 -6.0602 0.82
C 1.2252 1.2253 -6.4822 -0.57
C 1.2268 -1.3722 -7.5485 -0.32
C 3.5146 -0.1558 -6.8827 -0.32
H 0.3073 3.8693 -5.5793 0.04
H -1.4743 3.6824 -5.5395 0.04
H -0.5928 3.4564 -7.0829 0.04
H -1.4029 1.3877 -7.8303 0.05
H -2.5746 1.0960 -6.5139 0.04
H -1.4671 -0.2146 -7.0078 0.02
H 3.3594 0.1040 -7.9370 0.04
H 4.1141 -1.0698 -6.8171 0.04
H 4.0295 0.6687 -6.3805 0.03
H 1.9615 1.9823 -6.1519 0.05
H 1.0822 1.3166 -7.5756 0.06
H 1.7873 -2.3134 -7.6275 0.04
H 1.4069 -0.7830 -8.4571 0.04
H 0.1591 -1.5921 -7.4572 0.02
O 2.2682 2.0706 0.0175 0.17
B 0.9800 2.6152 -0.0767 -0.53
O 0.7080 3.4201 1.0522 0.20
C 1.8865 3.4501 1.7726 -0.20
C 2.2014 4.1339 2.9308 0.02
C 3.5158 4.0054 3.4026 -0.08
C 4.4404 3.1577 2.7940 -0.07
C 4.1053 2.4584 1.6211 0.01
C 2.8315 2.6434 1.1400 -0.20
H 1.4482 4.7451 3.4347 0.13
H 3.8238 4.5925 4.2775 0.11
H 5.4384 3.0302 3.2137 0.11
H 4.7813 1.8091 1.0736 0.13